(1)
A molecular structure, C26H49AlBeBrCaF8LiN3O10S in a non-equilibrium geometry. Source: OMol25; level of theory: the ωB97M-V functional and the def2-TZVPD basis.

Each line ends with the Löwdin spin population.
Element x y z (Å)
C (-1.1539, 1.2498, -1.7515)  0.00
O (-0.8710, -0.1134, -2.0239)  0.00
C (-0.0962, -0.3036, -3.2109)  0.00
C (1.2681, -0.9830, -2.9627)  0.00
C (1.6149, -1.2070, -1.4806)  0.00
C (1.2498, -2.6120, -0.9828)  -0.02
C (-0.2024, -3.0528, -1.2537)  0.00
C (-1.1906, -3.0329, -0.1089)  0.00
C (-2.1456, -4.0027, 0.0219)  0.00
N (-2.9027, -3.6502, 1.1169)  0.00
C (-4.0693, -4.4347, 1.5551)  0.00
C (-2.4361, -2.5387, 1.6449)  0.00
N (-1.3849, -2.1300, 0.9124)  0.00
C (-0.6252, -0.9102, 1.1580)  0.00
C (0.6836, -1.1148, 1.9420)  0.00
C (0.6094, -0.6069, 3.3530)  0.00
O (-0.2589, -1.4361, 4.1138)  0.00
H (-1.9881, 1.2612, -1.0462)  0.00
H (-1.5198, 1.7360, -2.6556)  0.00
H (-0.2952, 1.7672, -1.3112)  0.00
H (0.0050, 0.6299, -3.7676)  0.00
H (-0.6755, -0.9568, -3.8683)  0.00
H (1.3454, -1.9334, -3.4888)  0.00
H (2.0279, -0.3113, -3.3630)  0.00
H (2.7030, -1.1346, -1.3919)  0.00
H (1.2176, -0.3990, -0.8681)  0.00
H (1.5435, -2.7755, 0.0527)  0.00
H (1.8818, -3.2920, -1.5638)  -0.01
H (-0.6550, -2.5150, -2.0850)  0.00
H (-0.1589, -4.0993, -1.5560)  0.00
H (-2.2937, -4.8499, -0.6199)  0.00
H (-4.8593, -3.7575, 1.8523)  0.00
H (-4.4351, -4.9139, 0.6402)  0.00
H (-3.8248, -5.1511, 2.3203)  0.00
H (-2.8543, -2.0492, 2.5085)  0.00
H (-0.5140, -0.3884, 0.2131)  0.00
H (-1.2664, -0.2801, 1.7790)  0.00
H (0.8567, -2.1910, 2.0013)  0.00
H (1.5179, -0.6644, 1.4062)  0.00
H (1.6108, -0.6940, 3.7903)  0.00
H (0.3262, 0.4497, 3.4320)  0.00
H (-0.2526, -1.1258, 5.0223)  0.00
C (-3.9967, -1.4857, -1.7131)  0.00
C (-5.1773, -0.7581, -1.1136)  0.00
O (-6.4074, -1.1432, -1.7630)  0.00
C (-6.9671, -2.2599, -1.3275)  0.00
O (-6.5567, -2.9727, -0.4609)  0.00
C (-8.2853, -2.5072, -2.0823)  0.00
F (-8.1522, -2.2797, -3.3962)  0.00
F (-9.2455, -1.6929, -1.6230)  0.00
F (-8.6996, -3.7606, -1.9261)  0.00
H (-3.9559, -1.3273, -2.7914)  0.00
H (-3.0635, -1.1331, -1.2743)  0.00
H (-4.0735, -2.5604, -1.5453)  0.00
H (-5.0813, 0.3145, -1.2701)  0.00
H (-5.2488, -0.9264, -0.0392)  0.00
F (-2.9991, 2.7950, -6.7795)  0.00
Al (-3.3951, 3.5299, -5.2502)  0.00
F (-5.0041, 4.0808, -5.3504)  0.09
F (-2.3793, 4.8661, -5.1074)  0.00
F (-3.1889, 2.4565, -4.0026)  0.00
F (-6.9454, 3.5397, -5.5650)  0.90
Li (-2.6786, 4.7019, -7.8166)  0.00
Be (-4.8128, 6.3084, -6.6858)  0.00
Br (-3.2658, -3.8823, 4.3296)  0.00
C (4.8801, 3.4232, 5.8185)  0.00
C (4.7394, 2.2667, 4.8051)  0.03
C (6.0622, 2.0718, 4.0623)  0.01
C (6.3448, 3.1616, 3.0296)  0.00
C (5.1657, 3.3189, 2.0712)  0.01
C (3.8307, 3.5361, 2.7853)  0.03
N (3.6055, 2.5286, 3.8658)  0.36
O (3.2474, 1.4089, 3.3207)  0.55
C (3.7739, 4.9660, 3.3568)  0.00
C (2.7009, 3.4903, 1.7593)  0.00
C (4.4581, 1.0329, 5.6586)  0.00
H (3.9027, 3.7933, 6.1302)  0.00
H (5.3973, 3.0804, 6.7140)  0.00
H (5.4647, 4.2610, 5.4442)  0.00
H (6.0548, 1.1036, 3.5516)  0.00
H (6.8796, 2.0307, 4.7856)  0.00
H (6.5672, 4.1124, 3.5217)  0.00
H (7.2402, 2.8998, 2.4624)  0.00
H (5.3522, 4.1536, 1.3919)  0.00
H (5.1031, 2.4229, 1.4452)  0.00
H (2.8883, 5.1008, 3.9793)  0.00
H (3.7188, 5.6897, 2.5434)  0.00
H (4.6479, 5.2426, 3.9404)  0.00
H (2.6918, 2.5596, 1.1940)  0.00
H (2.8242, 4.3017, 1.0424)  0.00
H (1.7285, 3.6093, 2.2404)  0.00
H (3.5101, 1.1312, 6.1906)  0.00
H (5.2494, 0.9112, 6.3974)  0.00
H (4.4280, 0.1182, 5.0693)  0.00
O (1.4560, -1.1293, -6.5445)  0.00
S (0.7880, -2.4410, -6.5925)  0.00
O (0.2477, -2.5842, -8.0557)  0.00
O (-0.4018, -2.4680, -5.7272)  0.00
O (1.6863, -3.5365, -6.3403)  0.00
Ca (-0.9968, -1.1788, -8.7298)  0.00
O (3.7577, -4.5705, -0.8676)  -0.95
H (3.0531, -5.2040, -0.6409)  -0.02

Results
Molar mass = 910.66 g mol⁻¹
Kohn-Sham gap = 2.754 eV
E_HOMO = -0.22689 Ha
Expectation value of S² = 1.76
Energy relative to the best compared isomer or geometry (same formula, charge and spin) = 0.0 kcal per mole
2S+1 = 2
Strongest force on any atom = 2.404 eV/Å

---

(2)
5 unconnected molecules or ions with the total composition C26H49BN2O10S4 in a non-equilibrium geometry. Source: OMol25; level of theory: the ωB97M-V functional and the def2-TZVPD basis.

Each line ends with the Löwdin charge.
Element x y z (Å)
C (2.5803, -3.3034, 2.4476)  -0.09
C (2.1362, -3.3626, 0.8414)  -0.21
O (2.9908, -2.3848, 0.1511)  -0.03
B (2.2770, -1.1323, -0.1635)  -0.45
O (2.4803, -0.5939, -1.5551)  0.02
C (1.3352, -0.2537, 0.8652)  -0.13
C (1.7270, 1.3446, 0.5790)  -0.07
N (1.6829, 2.6040, 0.2562)  0.10
C (-0.2712, -0.5619, 0.7671)  -0.22
C (-0.5336, -1.3266, -0.6960)  -0.10
N (-1.1818, -1.8425, -1.7079)  0.11
C (-1.2487, 0.7295, 1.0138)  -0.17
C (-2.7457, 0.3627, 1.5963)  -0.37
C (-3.5644, -0.7606, 0.7276)  -0.13
C (-3.6368, 1.7719, 1.4670)  -0.11
H (2.3301, -4.3856, 2.8803)  0.08
H (3.7532, -3.0882, 2.4853)  0.09
H (1.9977, -2.4602, 3.0127)  0.07
H (2.4240, -4.4333, 0.4008)  0.14
H (0.9862, -3.2280, 0.6724)  0.11
H (1.9395, -1.2506, -2.1208)  0.12
H (1.6911, -0.5496, 1.9654)  0.14
H (-0.5131, -1.3422, 1.6370)  0.16
H (-0.7704, 1.4763, 1.8128)  0.14
H (-1.2781, 1.3442, -0.0093)  0.14
H (-2.7662, 0.0821, 2.7386)  0.14
H (-3.1322, -1.8416, 0.9346)  0.08
H (-4.6975, -0.7211, 1.0745)  0.09
H (-3.5317, -0.4701, -0.4115)  0.09
H (-4.3998, 1.6159, 0.5620)  0.09
H (-4.2915, 1.9806, 2.4261)  0.05
H (-2.9358, 2.6845, 1.1737)  0.08
O (-5.9337, 1.6509, 3.8474)  -0.34
S (-7.1694, 2.1784, 4.3867)  0.68
O (-8.4638, 1.8521, 3.8223)  -0.32
C (-7.2074, 1.8487, 6.1376)  -0.24
C (-6.5187, 3.0533, 6.7616)  -0.23
C (-7.0607, 4.2723, 6.0166)  -0.22
C (-7.0181, 3.9533, 4.5231)  -0.22
H (-6.7011, 0.9059, 6.3514)  0.11
H (-8.2560, 1.7918, 6.4447)  0.11
H (-6.7125, 3.1150, 7.8364)  0.12
H (-5.4341, 2.9831, 6.6159)  0.12
H (-8.0968, 4.4571, 6.3250)  0.12
H (-6.4847, 5.1747, 6.2441)  0.12
H (-7.8420, 4.4304, 3.9863)  0.11
H (-6.0636, 4.2473, 4.0781)  0.11
O (0.5215, 6.6314, -5.3927)  -0.33
S (0.1015, 5.9169, -4.2056)  0.67
O (-1.0511, 6.3201, -3.4249)  -0.34
C (-0.0571, 4.1893, -4.6129)  -0.23
C (1.3302, 3.6161, -4.3651)  -0.24
C (1.8076, 4.2389, -3.0540)  -0.22
C (1.5108, 5.7360, -3.1226)  -0.23
H (-0.3897, 4.0780, -5.6463)  0.10
H (-0.7919, 3.7509, -3.9310)  0.11
H (1.3101, 2.5237, -4.3121)  0.08
H (2.0065, 3.9040, -5.1789)  0.12
H (1.2582, 3.7920, -2.2166)  0.09
H (2.8729, 4.0551, -2.8830)  0.12
H (1.2671, 6.1433, -2.1382)  0.10
H (2.3466, 6.2902, -3.5586)  0.11
O (5.3215, -4.5509, 2.7847)  -0.33
S (4.9015, -5.2653, 3.9718)  0.67
O (3.7489, -4.8622, 4.7525)  -0.34
C (4.7429, -6.9929, 3.5645)  -0.23
C (6.1302, -7.5661, 3.8123)  -0.23
C (6.6076, -6.9433, 5.1234)  -0.22
C (6.3108, -5.4462, 5.0548)  -0.22
H (4.4103, -7.1043, 2.5311)  0.11
H (4.0081, -7.4313, 4.2464)  0.11
H (6.1101, -8.6586, 3.8653)  0.12
H (6.8065, -7.2783, 2.9985)  0.12
H (6.0582, -7.3903, 5.9608)  0.12
H (7.6729, -7.1272, 5.2945)  0.12
H (6.0671, -5.0389, 6.0393)  0.11
H (7.1466, -4.8921, 4.6188)  0.11
O (1.4262, 1.1492, -5.6441)  -0.33
S (1.8440, 1.0011, -7.0224)  0.69
O (3.0602, 1.6015, -7.5329)  -0.32
C (1.8465, -0.7341, -7.4283)  -0.23
C (0.4314, -1.0078, -7.9155)  -0.23
C (0.0669, 0.1732, -8.8138)  -0.22
C (0.4773, 1.4499, -8.0819)  -0.22
H (2.1202, -1.3227, -6.5510)  0.11
H (2.5757, -0.8893, -8.2290)  0.11
H (0.3678, -1.9598, -8.4506)  0.12
H (-0.2576, -1.0508, -7.0635)  0.12
H (0.6182, 0.0964, -9.7589)  0.12
H (-1.0003, 0.1829, -9.0564)  0.12
H (0.7985, 2.2278, -8.7792)  0.11
H (-0.3318, 1.8267, -7.4501)  0.10

Results
Molar mass = 688.76 g mol⁻¹
Kohn-Sham gap = 9.719 eV
E_HOMO = -0.35323 Ha
Structure (SMILES) = CCOB(O)[C@@H](C#N)[C@H](C#N)CC(C)C.O=S1(=O)CCCC1.O=S1(=O)CCCC1.O=S1(=O)CCCC1.O=S1(=O)CCCC1
Strongest force on any atom = 11.954 eV/Å